No. 1
Computed, not measured: a molecular structure, C17H23F11NOReSi2, with the ωB97M-V functional and the def2-TZVPD basis.

The geometry in XYZ format:
```
56
Properties=species:S:1:pos:R:3:forces:R:3
Re 0.49895 1.13013 0.33904 -0.0029 -0.0536 0.1182
C -1.93210 -1.91621 -2.50364 0.0197 0.0209 0.0234
Si -0.46075 -1.23613 -1.58184 0.0379 -0.0491 0.0233
C 0.72099 -2.58567 -1.07713 -0.0223 0.0196 -0.0318
C 0.36570 0.03677 -2.69830 -0.0260 -0.0255 0.0237
C -1.03129 -0.26717 -0.01152 0.0262 -0.0859 0.0520
C -1.86348 0.86448 -0.47562 -0.0152 0.0128 0.0292
C -3.23745 1.00101 -0.66835 0.0469 -0.0226 0.0378
C -3.70895 2.19902 -1.16135 -0.0376 -0.0269 0.0026
C -2.83998 3.26485 -1.42562 0.0956 0.0405 -0.0052
C -1.50377 3.10854 -1.16988 -0.0559 0.0779 -0.0250
N -1.04629 1.92918 -0.70740 0.0763 0.0136 -0.0045
Si -1.63877 -1.33731 1.45979 -0.0502 0.0126 -0.0115
C -2.74586 -0.30807 2.56509 0.0107 -0.0409 -0.0472
C -2.62713 -2.80688 0.85426 0.0363 0.0198 0.0057
C -0.12408 -1.94819 2.37460 -0.0126 0.0091 -0.0406
H -1.58226 -2.35523 -3.44117 -0.0022 -0.0013 -0.0158
H -2.64868 -1.13355 -2.76083 -0.0064 0.0084 -0.0036
H -2.45604 -2.69514 -1.95098 0.0095 0.0051 0.0020
H 1.17305 -3.02289 -1.97053 -0.0010 0.0086 -0.0108
H 0.20397 -3.38987 -0.55175 0.0056 -0.0038 0.0158
H 1.52968 -2.22280 -0.44194 -0.0044 0.0090 -0.0029
H 0.89285 -0.48591 -3.50002 -0.0044 -0.0234 -0.0031
H 1.11449 0.69140 -2.23948 -0.0006 0.0109 0.0188
H -0.38369 0.68062 -3.16348 0.0053 0.0114 -0.0138
H -3.89819 0.17130 -0.46242 -0.0026 -0.0116 -0.0005
H -4.76783 2.31950 -1.34958 -0.0053 0.0007 -0.0010
H -3.20981 4.20304 -1.81088 0.0009 0.0049 0.0032
H -0.77564 3.89363 -1.31896 -0.0006 -0.0043 -0.0022
H -3.68645 -0.06306 2.06739 -0.0106 0.0024 -0.0066
H -2.30511 0.62845 2.90032 0.0323 0.0275 0.0163
H -3.00282 -0.88754 3.45457 0.0122 -0.0323 -0.0030
H -3.48933 -2.51447 0.25167 -0.0087 0.0189 0.0059
H -3.00791 -3.35955 1.71610 0.0012 0.0022 0.0195
H -2.02526 -3.50130 0.26609 -0.0084 -0.0062 -0.0004
H 0.60510 -1.16932 2.60692 -0.0119 0.0150 0.0006
H 0.39502 -2.71727 1.80067 0.0138 0.0009 -0.0052
H -0.42807 -2.39954 3.32149 -0.0144 -0.0089 0.0052
F -0.99762 2.47391 2.23761 -0.0137 -0.0270 0.0057
C 0.20389 1.80101 2.29644 -0.0363 0.0565 -0.1212
F 1.15553 2.71486 2.62191 -0.0126 0.0342 0.0175
H 0.14678 1.06090 3.09834 0.0384 -0.0068 -0.0322
F 3.81020 2.24681 1.92424 -0.0104 -0.0012 0.0034
C 3.70448 2.11704 0.61328 0.1079 0.0167 -0.0065
F 4.75611 2.66584 0.03292 -0.0247 -0.0208 0.0297
F 2.60040 2.81463 0.22488 -0.0273 -0.0067 -0.0047
C 3.50236 0.62758 0.19374 -0.0082 0.1365 0.0026
O 2.15808 0.28887 0.29821 -0.1280 -0.1136 -0.0697
C 4.28664 -0.32334 1.14248 0.0032 -0.0136 0.0411
F 4.32262 -1.55107 0.63161 0.0027 -0.0120 -0.0074
F 3.67576 -0.38376 2.32392 -0.0032 -0.0022 -0.0022
F 5.52824 0.11361 1.31564 -0.0009 0.0102 -0.0071
C 3.93770 0.42327 -1.28726 -0.0066 -0.0141 -0.0111
F 3.44269 -0.71792 -1.75783 0.0002 -0.0069 -0.0010
F 3.43849 1.41975 -2.03309 0.0007 0.0129 -0.0085
F 5.25489 0.40917 -1.41241 -0.0077 0.0015 0.0029
```
Forces are in eV/Å.

Properties
2S+1   2
HOMO-LUMO gap (spin up / spin down)   0.2734 / 0.2660 Ha
<S²>   0.79
Charge   +1

---

No. 2
Computed, not measured: a molecular structure, C7H15N in a non-equilibrium geometry, with the ωB97M-V functional and the def2-TZVPD basis.

The geometry in XYZ format:
```
23
Properties=species:S:1:pos:R:3:forces:R:3
C 0.38687 1.18486 2.36071 2.9884 1.1312 3.7073
C 0.67167 -1.46945 -1.37090 2.2504 0.1111 -1.2062
C -0.42735 -1.71358 0.90123 -2.3681 0.1545 -1.4235
C -1.55541 0.62777 -0.80311 2.0766 -0.2078 -1.1798
C 0.76920 1.69659 -0.71981 -1.8034 0.5195 2.4391
C 0.44792 -0.84175 -0.02687 1.1606 -1.2470 0.7792
C -0.14742 0.56622 -0.19316 0.4135 0.5724 3.3117
N -0.50759 1.00381 1.58170 -3.1524 -0.9009 -5.9258
H 0.05090 1.42511 3.42792 0.7704 -0.2556 -1.0547
H 1.48509 1.16410 2.17841 -0.3696 -0.0530 -0.0410
H 1.10171 -0.71703 -2.04941 -1.2579 0.2508 -0.4106
H -0.15827 -2.03736 -1.69469 -1.0778 -0.1184 -0.9647
H 1.55260 -2.12295 -1.53749 -0.4181 -0.4133 1.2949
H -1.33303 -1.83974 0.25268 0.1391 -0.0835 0.6060
H -0.23597 -2.79667 1.15238 0.7842 1.4920 0.0032
H -0.79037 -1.03068 1.69164 0.3769 -1.2752 0.1324
H -1.68605 1.69626 -0.97292 -1.0491 -0.2856 0.1061
H -2.19083 0.09935 -0.16356 -1.4193 0.1077 1.3104
H -1.68638 0.04534 -1.74842 0.6927 0.7067 0.3050
H 0.93199 1.57031 -1.72308 0.5496 -0.6269 -2.7351
H 0.09752 2.63428 -0.70583 1.5811 -1.0270 0.5234
H 1.76905 1.75730 -0.23507 -0.9394 0.2515 0.0250
H 1.45415 -0.90207 0.39768 0.0715 1.1967 0.3977
```
Forces are in eV/Å.

Properties
2S+1   1
HOMO-LUMO gap   0.3478 Ha

---

No. 3
Computed, not measured: a molecular structure, C20H25IN4O3Tc in a non-equilibrium geometry, with the ωB97M-V functional and the def2-TZVPD basis.

The geometry in XYZ format:
```
54
Properties=species:S:1:pos:R:3:forces:R:3
C 3.16757 3.92959 -0.40560 0.6700 0.1572 0.1084
C 4.27142 2.94488 -0.80839 0.1791 0.3730 0.1554
H 2.86199 4.54487 -1.25578 -0.0526 0.0058 0.1251
H 3.59401 4.59928 0.35236 -0.3064 -0.0260 -0.1613
H 2.27907 3.46618 0.02164 -0.0618 -0.1558 0.0745
H 3.95049 2.15229 -1.48047 -0.0556 -0.0087 -0.0156
H 5.06262 3.51424 -1.30666 -0.0418 -0.1863 0.0212
H 4.71924 2.47754 0.07156 -0.1008 -0.0280 -0.1036
C -2.45792 1.44457 -1.75015 2.0121 -1.3542 -0.1228
C -3.70994 1.39773 -2.35778 -1.2338 -0.1764 -0.4803
C -4.02100 0.36076 -3.24953 -0.0507 -0.0453 -0.0706
C -3.07858 -0.64181 -3.47256 -0.4434 0.0582 -0.0753
H -2.14695 2.16823 -0.99865 -0.3277 0.0817 -0.3143
H -4.44254 2.17576 -2.11140 0.2761 -0.3620 -0.1837
H -4.99234 0.32287 -3.75187 0.3535 0.0347 0.2841
H -3.26115 -1.53096 -4.08483 -0.2424 0.5789 0.1521
N -1.49867 0.53759 -2.06792 -0.9870 1.7218 0.9347
C -1.81441 -0.51879 -2.86573 0.9463 -0.2416 0.5209
C -0.75045 -1.48160 -2.96339 -0.1370 0.8666 0.4383
N 0.38728 -1.08842 -2.33433 1.8734 0.1603 0.7023
C 1.50551 -1.84880 -2.36540 -1.5206 1.5054 0.2505
C 0.32431 -3.49078 -3.69337 0.2357 -0.2739 -0.0626
C 1.49344 -3.05901 -3.04858 -0.1022 -0.9895 -0.6821
H 2.36784 -1.42325 -1.84864 -0.1004 -0.2645 -0.1037
H 2.41445 -3.64353 -3.07309 -0.3321 0.0376 -0.0734
C -0.82090 -2.71248 -3.62488 -0.0705 -0.0985 -0.2720
H -1.78065 -2.97325 -4.06594 0.4500 -0.3518 -0.0824
H 0.31472 -4.42436 -4.25806 0.0368 0.2225 0.2717
Tc 0.43542 0.76250 -1.35886 0.6061 -1.5699 0.5965
I 1.33065 2.51463 -2.93167 -0.2939 -0.0141 -0.3708
C -2.53076 -1.31244 3.53090 -0.4063 0.0151 -0.1290
C -1.09045 -1.77862 3.46974 0.5460 -0.2569 -0.1556
C -0.06988 -0.81818 2.79598 -0.6079 -0.6624 0.1532
C 0.09039 0.50824 3.59889 0.5030 0.0168 -0.0608
C -1.02580 1.52369 3.43171 -0.2724 0.2039 0.1121
C 1.28969 -1.51335 2.74207 0.0100 -1.6011 1.0705
O 1.53492 -2.62759 3.17025 -0.2156 1.9251 -0.5775
N 2.27937 -0.70759 2.15642 0.7962 0.1724 -1.4768
C 2.00815 -0.09716 0.93151 0.3104 -0.3926 0.4077
O 2.86807 0.27707 0.12086 -1.2190 -0.1956 0.3158
N 0.67917 -0.00175 0.58701 -0.2825 0.4330 -0.8891
C -0.37243 -0.49946 1.33519 -1.6794 0.2102 -0.7383
O -1.47142 -0.58826 0.76027 1.5628 0.0546 0.8492
H -2.70817 -0.60098 4.34494 -0.0333 -0.2120 -0.2281
H -3.17210 -2.18336 3.70271 0.0686 0.2008 0.0681
H -2.81500 -0.87732 2.56788 -0.1751 0.0007 0.3712
H -0.72229 -1.97206 4.49127 0.0186 0.0091 -0.4391
H -1.04783 -2.74276 2.94379 0.0683 0.2372 0.1138
H 0.18918 0.22917 4.65968 -0.0264 0.0105 -0.3310
H 1.04879 0.95452 3.30130 -0.2854 0.0877 0.2228
H -1.99895 1.10520 3.71973 0.3757 0.3651 -0.1630
H -0.80820 2.38367 4.07878 -0.1411 -0.1870 -0.1875
H -1.09607 1.90182 2.40084 0.0113 -0.1222 0.1868
H 3.23708 -1.03896 2.24623 -0.1048 0.0306 0.0434
```
Forces are in eV/Å.

Properties
2S+1   4
HOMO-LUMO gap (spin up / spin down)   0.2346 / 0.1101 Ha
<S²>   3.80
Charge   +2

---

No. 4
Computed, not measured: a molecular structure, C21H33N4Sn, with the ωB97M-V functional and the def2-TZVPD basis.

The geometry in XYZ format:
```
59
Properties=species:S:1:pos:R:3:forces:R:3
Sn 0.63394 0.62399 1.33407 0.5104 -0.2844 0.0227
C -3.97578 -1.84075 -3.46522 0.0128 0.0504 0.0525
C -2.92251 -0.75872 -3.15080 -0.0990 -0.0882 -0.0662
C -1.52311 -1.21739 -3.43519 0.0077 -0.0929 0.0840
C -1.16548 -1.51207 -4.71580 0.0862 0.0232 -0.1346
C 0.17440 -1.77950 -5.05382 -0.0445 0.0503 0.1720
C 1.21449 -1.75344 -4.10829 0.0522 -0.0335 -0.2374
C 0.96133 -1.46850 -2.80188 -0.0386 -0.0299 0.0457
C 2.02937 -1.61706 -1.77324 -0.0177 -0.0434 0.1303
C 2.04300 -3.04520 -1.18784 -0.0156 0.0257 -0.1103
C -0.45274 -1.26267 -2.39838 -0.2078 0.1842 -0.0758
N -0.65543 -1.18877 -1.12244 0.0943 -0.3662 0.2122
C -1.83598 -1.59744 -0.54030 -0.1176 0.1187 -0.1876
C -2.15136 -1.42535 0.75778 0.1104 0.1222 0.2633
C -3.29948 -2.07133 1.39240 0.1016 0.0250 -0.2190
C -3.24929 -1.77371 2.69742 0.0685 0.1318 0.2788
C -2.09887 -0.90565 2.86359 -0.1439 -0.0058 0.0267
N -1.43700 -0.67997 1.75620 -0.2356 0.0945 -0.1760
H -4.95986 -1.46482 -3.19124 -0.0040 -0.0269 0.0077
H -3.79135 -2.76915 -2.92159 -0.0092 0.0080 -0.0014
H -4.00241 -2.07636 -4.52753 0.0476 -0.0200 0.0118
H -3.04037 -0.41061 -2.12783 0.0412 0.1091 -0.0368
H -3.12577 0.10252 -3.79331 0.0596 0.0159 -0.0071
H -1.91248 -1.48621 -5.49922 0.0450 0.0137 -0.0222
H 0.41699 -1.98642 -6.09057 -0.0050 -0.0349 0.0067
H 2.22332 -1.98853 -4.42381 -0.0191 0.0224 -0.0232
H 1.87932 -0.90298 -0.96281 -0.0103 0.0524 -0.0220
H 2.99530 -1.41545 -2.23551 -0.0096 0.0395 -0.0443
H 1.10044 -3.28253 -0.69434 0.0096 0.0120 0.0149
H 2.85177 -3.14103 -0.46582 0.0029 0.0063 -0.0004
H 2.21012 -3.77894 -1.97602 0.0065 -0.0072 0.0279
H -2.52348 -2.20327 -1.12193 0.0630 -0.0659 0.0303
H -4.01316 -2.70258 0.88397 0.0302 0.0137 -0.0224
H -3.90770 -2.09745 3.48861 0.0175 0.0235 -0.0126
H -1.79741 -0.45873 3.80141 -0.1114 -0.1490 -0.0845
C 2.01770 0.52949 4.02495 0.1605 0.0235 0.0647
N 1.10114 1.53825 3.43247 -0.5785 -0.2538 -0.0526
C -0.09461 1.67451 4.30539 -0.0063 0.0248 0.0810
C 1.74955 2.86529 3.26707 0.1660 0.1578 0.0510
C 2.54187 2.94244 1.98381 -0.1029 0.0590 -0.0490
N 1.64389 2.75778 0.81297 -0.1480 0.0056 0.0427
C 2.44277 2.46678 -0.39622 0.0189 0.0323 -0.0761
C 0.78216 3.94000 0.57585 -0.0183 0.0414 -0.0199
H 2.30089 0.81970 5.03908 -0.0050 0.0516 -0.0255
H 2.92545 0.42691 3.43008 0.0075 0.0363 -0.0247
H 1.52107 -0.44025 4.07828 -0.0362 -0.0014 -0.0146
H 0.19835 1.99290 5.30755 0.0485 0.0470 -0.0143
H -0.59949 0.71636 4.39519 0.1958 0.0958 0.0815
H -0.78355 2.40991 3.89283 0.0007 -0.0019 -0.0356
H 2.39146 3.07744 4.12624 -0.0100 -0.0694 0.0043
H 0.97304 3.62826 3.25584 -0.0402 -0.0546 0.1089
H 3.31793 2.17388 1.95399 0.0093 -0.0267 -0.0492
H 3.05174 3.90888 1.92830 0.0133 -0.0182 -0.0667
H 3.11721 3.29262 -0.63272 -0.0016 0.0255 0.0503
H 1.78015 2.31364 -1.24801 -0.0041 0.0044 0.0139
H 3.04777 1.56980 -0.24285 -0.0056 0.0046 0.0110
H 1.38746 4.83443 0.41033 0.0464 -0.0210 0.0107
H 0.12058 4.12111 1.42047 0.0042 -0.0109 -0.0111
H 0.17270 3.77590 -0.31163 0.0071 -0.0459 0.0160
```
Forces are in eV/Å.

Properties
2S+1   1
HOMO-LUMO gap (spin up / spin down)   0.2304 / 0.2304 Ha
Charge   +3

---

No. 5
Computed, not measured: C2H6O in the gas phase in a non-equilibrium geometry, with the ωB97M-V functional and the def2-TZVPD basis.

The geometry in XYZ format:
```
9
Properties=species:S:1:pos:R:3:forces:R:3
C -0.14908 1.04493 0.56472 2.5008 1.5565 -0.7709
C 0.45172 -0.31440 0.19492 -0.5837 1.1085 3.5294
O -0.21843 -0.79191 -0.89973 -2.8790 -2.6988 -0.4504
H 0.37315 1.41412 1.45583 -0.0803 0.1875 -0.1020
H -1.17652 1.04781 0.79194 -1.3923 -0.6371 0.3122
H -0.03961 1.81412 -0.24313 0.1300 -0.6621 0.5274
H 1.52759 -0.34493 0.03432 -0.0361 0.4991 -0.5412
H 0.39435 -0.80337 1.25457 -0.3856 -0.5626 -1.9829
H -1.14735 -1.17561 -0.65346 2.7264 1.2090 -0.5215
```
Forces are in eV/Å.

Properties
2S+1   1
HOMO-LUMO gap   0.4060 Ha
SMILES   CCO

---

No. 6
Computed, not measured: a molecular structure, C4H7ClO in a non-equilibrium geometry, with the ωB97M-V functional and the def2-TZVPD basis.

The geometry in XYZ format:
```
13
Properties=species:S:1:pos:R:3:forces:R:3
C -0.33879 1.58680 0.36368 -1.8871 0.0523 0.8122
C -0.52802 0.07061 0.32300 0.3528 0.5004 1.7026
C 0.64284 -0.90395 0.31652 2.2142 -0.8895 1.1889
C 0.24590 -1.10227 -1.13882 -0.6234 -4.3685 0.7917
H -1.36211 1.98701 0.04040 1.6237 -0.1657 0.4517
H 0.45349 1.96161 -0.26855 0.0992 -0.0945 -0.1360
H -1.26584 -0.28185 1.08244 -0.0087 0.6485 -0.6744
H 1.70212 -0.53523 0.44324 -1.2230 -0.0993 0.1267
H 0.50054 -1.79155 1.01806 0.1826 1.1636 -1.0903
H -0.10138 -2.20785 -1.37889 0.8103 2.0644 0.1290
H 0.87069 -0.70981 -1.85992 1.8261 0.2514 -1.6367
O -0.81255 -0.24996 -1.00468 -3.2147 1.2381 -0.8801
Cl -0.00689 2.17645 2.06352 -0.1522 -0.3012 -0.7852
```
Forces are in eV/Å.

Properties
2S+1   1
HOMO-LUMO gap   0.4002 Ha